DFT (the ωB97M-V functional and the def2-TZVPD basis) results for a molecular structure, C12H11BrCaCl2O2 in a non-equilibrium geometry.

Summary:
Total charge: -2
Highest occupied orbital energy (eV): -0.5585
LUMO (eV): 4.73
Frontier orbital gap (Eh): 0.1944

Geometry as XYZ:
```
29
Properties=species:S:1:pos:R:3:nbo_charge:R:1
C -2.3769 -0.6563 -0.1256 -0.40
C -2.3129 -1.1035 1.2028 -0.34
C -1.8779 -0.0174 2.0324 -0.36
H -2.5364 -2.0856 1.5554 0.18
C -1.5953 1.0934 1.1868 -0.36
C -1.9071 0.6836 -0.1524 -0.46
H -1.9073 1.3299 -1.0329 0.20
H -2.7239 -1.2217 -0.9654 0.19
H -1.8393 -0.0405 3.1029 0.19
H -1.1782 2.0462 1.5132 0.20
Ca 0.8388 -0.3687 -0.4584 1.79
Br 2.5291 -2.4137 -0.6270 -0.91
C 2.0369 1.0478 -2.5702 -0.44
C 0.8538 1.8181 -2.8128 -0.36
C -0.1280 0.9585 -3.3622 -0.35
H 0.7791 2.8982 -2.7233 0.19
C 0.4354 -0.3518 -3.4709 -0.38
C 1.7405 -0.3081 -2.9100 -0.45
H 2.4309 -1.1590 -2.8165 0.25
H 3.0298 1.4390 -2.3463 0.20
H -1.0939 1.2602 -3.7591 0.19
H 0.0180 -1.1899 -4.0278 0.20
Cl 1.8477 0.5129 5.0369 -0.04
C 1.0376 -0.6163 3.9690 -0.32
Cl -0.5530 -1.2328 4.5835 -0.04
C 0.9394 -0.3188 2.3960 0.76
O 0.6188 -1.3351 1.7025 -0.77
O 1.1914 0.8274 1.8907 -0.77
H 1.7029 -1.4961 3.9886 0.23
```